No. 1
Here is 6 unconnected molecules or ions with the total composition C12H24Br2Cl10 at a distorted geometry from OMol25. Energies are from ωB97M-V/def2-TZVPD.

- lowest unoccupied orbital energy (eV) = 0.272
- HOMO level (eV) = -10.08
- gap between HOMO and LUMO (Ha) = 0.3806

The geometry in ORCA input format:
```
! wB97M-V def2-TZVPD RIJCOSX def2/J DEFGRID3
* xyz 0 1
Br -4.84073 -0.10720 1.93580
C -3.94005 -1.52217 0.92071
C -4.86695 -2.34791 0.10640
Br -5.70852 -3.77254 1.12649
H -3.44416 -2.14684 1.69492
H -3.18223 -1.04142 0.28938
H -4.28296 -2.81947 -0.69065
H -5.47803 -1.66317 -0.36526
Cl 0.46213 -0.46724 5.10711
C 2.15144 -1.08809 5.12974
C 2.55261 -2.05235 4.07866
Cl 2.62992 -1.15886 2.41666
H 2.33211 -1.42799 6.18614
H 2.76402 -0.23022 5.25281
H 1.85820 -2.85649 3.84990
H 3.49247 -2.53871 4.25172
Cl 1.93883 2.61704 -5.25975
C 1.16366 1.23182 -4.40339
C -0.29525 1.50438 -4.12492
Cl -0.54052 2.91867 -3.10237
H 1.73884 1.06484 -3.48540
H 1.18061 0.40677 -5.12409
H -0.78026 0.59649 -3.67188
H -0.78934 1.75585 -5.14268
Cl -4.00524 4.32434 2.86028
C -2.38758 3.58964 2.45695
C -2.00954 4.05652 0.98677
Cl -3.14471 3.26316 -0.12146
H -2.34269 2.52863 2.53090
H -1.67162 3.95334 3.20453
H -0.98037 3.77834 0.63158
H -2.03871 5.12914 0.86268
Cl 3.25214 0.03954 -0.82620
C 3.74210 -1.52334 -1.45677
C 4.62784 -1.44121 -2.65835
Cl 3.78276 -0.86686 -4.10191
H 2.83013 -2.05868 -1.71248
H 4.26072 -2.07969 -0.67579
H 4.89213 -2.47131 -2.95392
H 5.46873 -0.78312 -2.59764
Cl -0.28165 0.86039 1.22090
C -0.18166 0.22311 -0.46841
C 0.12292 -1.26366 -0.36191
Cl 0.17466 -1.95691 -2.00150
H 0.52476 0.70866 -1.05707
H -1.17886 0.35838 -0.94040
H -0.68291 -1.81015 0.10329
H 1.11082 -1.41346 0.09988
*
```

=====

No. 2
Here is 6 unconnected molecules or ions with the total composition C28H54BN7O5 at a distorted geometry from OMol25. Energies are from ωB97M-V/def2-TZVPD.

- lowest unoccupied orbital energy (eV) = 0.057
- HOMO level (eV) = -9.01
- gap between HOMO and LUMO (Ha) = 0.3332

The geometry in ORCA input format:
```
! wB97M-V def2-TZVPD RIJCOSX def2/J DEFGRID3
* xyz 0 1
C 0.96898 3.95798 3.86477
C 1.81212 4.05496 2.58438
N 1.56624 2.84929 1.83972
O 2.28886 2.87510 0.61460
C 1.63278 2.14572 -0.35030
O 1.52311 2.60883 -1.47966
N 1.25634 0.83732 0.07194
C -0.18336 0.56420 -0.07623
C -1.11538 1.69054 0.28608
O -1.36462 2.52197 -0.82893
C -2.40635 3.43646 -0.54732
C -2.00178 4.52794 0.44040
C 2.03675 -0.14304 -0.70663
B 2.36473 -1.43558 0.15042
O 2.86052 -2.58872 -0.43668
O 2.14042 -1.37640 1.49866
H 0.85221 2.91245 4.13692
H -0.01932 4.34357 3.64898
H 1.43561 4.48373 4.68574
H 1.44669 4.90672 2.02594
H 2.85909 4.18317 2.85730
H 1.76669 2.00639 2.36532
H -0.45240 0.21068 -1.07325
H -0.40773 -0.24830 0.61010
H -2.07507 1.22497 0.54577
H -0.79658 2.25264 1.15900
H -2.67595 3.88235 -1.49817
H -3.26652 2.85787 -0.20092
H -2.27452 4.23065 1.44754
H -2.50619 5.45328 0.19558
H -0.92441 4.64070 0.40788
H 1.49299 -0.46884 -1.59943
H 2.95744 0.30721 -1.06615
H 3.60553 -2.87316 0.10059
H 2.28526 -2.24239 1.89058
C -6.13855 -0.33696 -2.12613
C -5.06267 0.69480 -1.81175
C -3.67687 0.26803 -2.31195
C -3.26682 -0.98200 -1.66788
N -2.92242 -1.94511 -1.14510
H -5.93365 -1.27981 -1.63566
H -7.11183 0.00165 -1.77986
H -6.20255 -0.51441 -3.20348
H -5.02423 0.86048 -0.73250
H -5.32344 1.64964 -2.27282
H -2.93658 1.03547 -2.07722
H -3.69133 0.12524 -3.39311
C -2.27282 -4.90284 -2.57956
C -1.67601 -6.01969 -1.73215
C -1.05293 -7.14365 -2.56823
C -2.05412 -7.77860 -3.42903
N -2.84429 -8.27980 -4.09380
H -3.08810 -5.27050 -3.20580
H -2.67382 -4.11532 -1.94509
H -1.51565 -4.45905 -3.22963
H -2.45019 -6.43782 -1.08592
H -0.90569 -5.60380 -1.08005
H -0.62451 -7.91026 -1.92227
H -0.25407 -6.75155 -3.19881
C -5.46231 -5.38037 0.13263
C -5.92026 -4.95205 1.52232
C -7.31759 -4.32015 1.52392
C -7.34803 -3.11954 0.68739
N -7.36240 -2.17154 0.04024
H -5.38051 -4.52639 -0.54121
H -4.48034 -5.84965 0.18404
H -6.15675 -6.09866 -0.30731
H -5.20127 -4.24279 1.93595
H -5.93194 -5.81940 2.18466
H -7.60992 -4.04042 2.53594
H -8.05813 -5.02451 1.14294
C 5.32116 5.62017 3.37889
C 5.79241 7.04927 3.61727
C 5.98903 7.36510 5.10389
C 4.73288 7.20496 5.84108
N 3.74555 7.08577 6.41414
H 4.34957 5.44145 3.83897
H 5.21895 5.42502 2.31147
H 6.03029 4.89793 3.78824
H 5.06824 7.74507 3.19041
H 6.73680 7.21327 3.09588
H 6.33697 8.38939 5.23598
H 6.73318 6.69870 5.54177
C 4.61386 -1.84491 -3.13608
C 5.66806 -0.82058 -2.73293
C 7.05828 -1.14136 -3.29186
C 7.53274 -2.43688 -2.79896
N 7.90455 -3.44634 -2.39871
H 4.84776 -2.83589 -2.74663
H 3.64116 -1.56298 -2.73968
H 4.53078 -1.91426 -4.22261
H 5.72174 -0.76427 -1.64319
H 5.36775 0.16666 -3.08867
H 7.77712 -0.37830 -2.99357
H 7.03445 -1.17239 -4.38169
*
```

=====

No. 3
Here is a molecular structure, S3SbSe3TeW at a distorted geometry from OMol25. Energies are from ωB97M-V/def2-TZVPD.

- lowest unoccupied orbital energy (alpha / beta) (eV) = -9.674 / -10.776
- HOMO level (alpha / beta) (eV) = -16.46 / -16.66
- gap between HOMO and LUMO (alpha / beta) (Ha) = 0.2496 / 0.2164

The geometry in ORCA input format:
```
! wB97M-V def2-TZVPD RIJCOSX def2/J DEFGRID3
* xyz 2 2
W 0.16392 -0.22226 -0.04817
S 1.98093 0.82318 0.85634
Sb 2.06259 -1.56880 1.53239
S 1.43053 -1.92279 -0.84390
S -0.41494 -1.24612 1.84120
Se -1.16004 -0.45207 -2.23369
Se -2.48927 -0.09404 -0.43454
Te -1.77772 2.38195 0.35004
Se 0.20400 2.30094 -1.01967
*
```

=====

No. 4
Here is a molecular structure, C22H56AlF3O24S8 at a distorted geometry from OMol25. Energies are from ωB97M-V/def2-TZVPD.

- lowest unoccupied orbital energy (eV) = -11.736
- HOMO level (eV) = -15.24
- gap between HOMO and LUMO (Ha) = 0.1288

The geometry in ORCA input format:
```
! wB97M-V def2-TZVPD RIJCOSX def2/J DEFGRID3
* xyz 2 1
Al -0.85762 -0.29607 0.53510
C 3.76110 -0.84422 3.45008
F 3.84902 -2.08189 2.92465
F 4.34034 -0.82911 4.68982
F 4.38105 0.03466 2.64365
S 1.86378 -0.34747 3.66022
O 1.86846 1.09846 3.98768
O 1.28933 -0.58617 2.31764
O 1.36903 -1.24947 4.70666
O -4.81651 2.85956 0.70331
S -4.58952 1.71247 1.54802
O -3.42713 0.87177 1.20232
O -4.38336 2.15359 3.13701
C -5.03594 3.34777 3.50629
C -5.18614 3.31907 5.03349
C -6.15331 0.73875 1.69355
H -6.01142 3.42663 3.02495
H -4.40558 4.16082 3.14563
H -4.29032 3.34887 5.65282
H -5.69314 2.38436 5.28126
H -5.86474 4.03250 5.50172
H -5.97542 -0.18853 2.23615
H -6.44176 0.44183 0.68446
H -6.97626 1.35601 2.05033
O -0.34672 0.14308 -2.31002
S 0.08435 0.24323 -3.68932
O 0.41279 -0.84040 -4.55142
O -1.01604 1.15874 -4.48196
C -1.17314 0.93162 -5.89992
C -2.22837 1.84749 -6.38077
C 1.50380 1.43390 -3.72546
H -1.55235 -0.08339 -6.02538
H -0.20706 1.01790 -6.39650
H -3.19445 1.73012 -5.89108
H -2.39277 1.90879 -7.45583
H -1.81416 2.82184 -6.11688
H 1.10159 2.37735 -3.35904
H 1.83691 1.51150 -4.75940
H 2.30197 1.14933 -3.04315
O -0.12448 -2.89800 1.68504
S 0.26838 -4.25607 2.01730
O -0.32756 -5.36441 1.30894
O 1.90914 -4.37770 1.71112
C 2.45742 -5.66154 1.87974
C 4.02103 -5.51072 1.85883
C 0.30133 -4.46802 3.81992
H 2.16544 -6.26402 1.01928
H 2.07408 -6.09043 2.80493
H 4.46399 -6.25064 2.52378
H 4.24339 -4.56894 2.36393
H 4.43253 -5.40533 0.85669
H 0.37589 -5.55401 3.84928
H -0.68466 -4.16327 4.16499
H 1.05922 -3.79572 4.21781
O 1.37689 4.32806 0.30010
S 1.95252 3.01667 0.01565
O 1.12377 1.81694 -0.07796
O 2.64657 3.16225 -1.42466
C 3.23578 4.41491 -1.74790
C 4.03537 4.14796 -2.99681
C 3.48815 2.69857 1.02565
H 3.96171 4.80607 -1.03432
H 2.45501 5.13047 -2.00342
H 4.60316 5.03591 -3.26917
H 3.36206 3.82086 -3.79046
H 4.62452 3.24371 -2.83886
H 3.22634 1.90966 1.72810
H 3.51154 3.61170 1.62165
H 4.39659 2.61158 0.43513
O -4.95361 -3.21635 2.55692
S -3.65287 -3.35426 1.90089
O -2.81810 -2.18539 1.56602
O -2.66404 -4.21424 2.89063
C -3.26318 -4.91259 3.97763
C -3.31223 -6.30265 3.46203
C -3.71097 -4.49059 0.42626
H -4.21048 -4.51542 4.34173
H -2.66744 -4.80764 4.88586
H -3.85867 -6.34679 2.51996
H -3.89738 -6.96910 4.09913
H -2.36484 -6.83216 3.36499
H -4.63505 -5.06171 0.48764
H -2.75241 -5.00452 0.36814
H -3.72582 -3.82460 -0.43682
O -1.46407 2.33356 -0.56713
S -1.93450 3.47060 -1.41236
O -2.31453 4.74869 -0.80694
O -0.87742 3.72491 -2.69438
C -1.10105 4.99737 -3.34209
C -0.41598 5.09637 -4.70831
C -3.29999 2.86963 -2.35042
H -0.70745 5.84278 -2.77815
H -2.16203 5.19707 -3.49199
H -1.16791 4.95426 -5.48507
H 0.34705 4.37471 -5.00192
H 0.01146 6.07913 -4.90473
H -3.00487 1.82254 -2.45346
H -3.22035 3.20965 -3.38148
H -4.27023 2.79942 -1.86275
O 1.63052 -1.33320 -0.43023
S 2.88140 -1.39833 -1.16963
O 2.82608 -1.27700 -2.61316
O 3.76997 -0.07561 -0.62549
C 4.97670 0.11534 -1.31644
C 6.08529 0.09157 -0.24600
C 3.88046 -2.78534 -0.59910
H 4.91014 1.04506 -1.88162
H 5.25180 -0.65083 -2.04322
H 6.29384 -0.79287 0.35385
H 5.89328 0.90497 0.45437
H 6.97802 0.38817 -0.79914
H 4.81158 -2.42743 -0.16316
H 4.02370 -3.35089 -1.51898
H 3.29081 -3.27810 0.17313
*
```

=====

No. 5
Here is a molecular structure, C26H26ClIrN2O4PS6 from OMol25. Energies are from ωB97M-V/def2-TZVPD.

- lowest unoccupied orbital energy (alpha / beta) (eV) = 0.157 / -3.056
- HOMO level (alpha / beta) (eV) = -7.24 / -8.22
- gap between HOMO and LUMO (alpha / beta) (Ha) = 0.2718 / 0.1898

The geometry in ORCA input format:
```
! wB97M-V def2-TZVPD RIJCOSX def2/J DEFGRID3
* xyz 0 6
Ir 0.73858 0.05818 0.06753
O 1.29449 -5.91549 3.48306
C 1.16765 -4.88636 2.89430
S -0.02876 -3.64452 3.30569
C 0.38506 -2.51209 2.04421
C 1.43270 -2.89036 1.18351
S 2.04374 -2.00390 -0.12841
S 2.17009 -4.42754 1.49591
S -0.48256 -1.07940 1.95426
N -0.69736 1.90254 0.03001
C -1.65960 1.79314 -1.07066
C -2.18694 0.37020 -1.12674
N -1.05459 -0.53479 -1.37949
H -1.16195 1.95579 0.93256
H -0.06489 2.70098 -0.03658
H -1.13008 2.01780 -1.99883
H -2.48709 2.50226 -0.97515
H -2.96363 0.28168 -1.89197
H -2.62483 0.09448 -0.16393
H -0.69762 -0.38866 -2.32729
H -1.31415 -1.51110 -1.28949
S -0.21916 0.65766 -4.42420
P 1.45245 1.56380 -3.93944
S 1.72506 1.11819 -1.94827
C 1.44221 3.36198 -4.09893
C 1.26902 3.89901 -5.37500
C 1.25632 5.27029 -5.54898
C 1.42012 6.11034 -4.45417
C 1.59817 5.57897 -3.18837
C 1.61011 4.20185 -3.00388
C 2.89226 1.01423 -4.87237
C 4.14914 1.52199 -4.54579
C 5.26397 1.10274 -5.24655
C 5.12735 0.18034 -6.27784
C 3.87884 -0.32106 -6.60561
C 2.75644 0.09316 -5.90140
H 1.13798 3.24301 -6.22709
H 1.12015 5.68687 -6.53737
H 1.41117 7.18282 -4.59332
H 1.73170 6.23102 -2.33649
H 1.76474 3.79512 -2.01329
H 4.25384 2.24453 -3.74633
H 6.23958 1.49274 -4.99246
H 6.00045 -0.14748 -6.82487
H 3.77514 -1.03853 -7.40753
H 1.77570 -0.29762 -6.13870
C 4.93168 0.93861 5.00872
C 4.27854 2.28377 4.91185
C 3.96232 3.02172 6.03696
C 3.34243 4.25805 5.92008
Cl 2.95616 5.15805 7.36387
C 3.02513 4.77709 4.68446
C 3.33564 4.05213 3.53820
C 3.96119 2.81747 3.65465
O 4.33059 2.03150 2.59213
C 3.90197 2.39633 1.29626
C 2.38866 2.34211 1.09666
O 1.78903 3.29242 0.60573
O 1.83527 1.22736 1.45178
H 5.11640 0.67513 6.04793
H 5.87928 0.92191 4.46992
H 4.30193 0.17114 4.55790
H 4.19724 2.63240 7.01793
H 2.53483 5.73666 4.60685
H 3.06757 4.45367 2.57578
H 4.34184 1.63898 0.64365
H 4.27251 3.38276 1.00833
*
```

=====

Please write out number 1 again, unchanged.
Here is 6 unconnected molecules or ions with the total composition C12H24Br2Cl10 at a distorted geometry from OMol25. Energies are from ωB97M-V/def2-TZVPD.

- lowest unoccupied orbital energy (eV) = 0.272
- HOMO level (eV) = -10.08
- gap between HOMO and LUMO (Ha) = 0.3806

The geometry in ORCA input format:
```
! wB97M-V def2-TZVPD RIJCOSX def2/J DEFGRID3
* xyz 0 1
Br -4.84073 -0.10720 1.93580
C -3.94005 -1.52217 0.92071
C -4.86695 -2.34791 0.10640
Br -5.70852 -3.77254 1.12649
H -3.44416 -2.14684 1.69492
H -3.18223 -1.04142 0.28938
H -4.28296 -2.81947 -0.69065
H -5.47803 -1.66317 -0.36526
Cl 0.46213 -0.46724 5.10711
C 2.15144 -1.08809 5.12974
C 2.55261 -2.05235 4.07866
Cl 2.62992 -1.15886 2.41666
H 2.33211 -1.42799 6.18614
H 2.76402 -0.23022 5.25281
H 1.85820 -2.85649 3.84990
H 3.49247 -2.53871 4.25172
Cl 1.93883 2.61704 -5.25975
C 1.16366 1.23182 -4.40339
C -0.29525 1.50438 -4.12492
Cl -0.54052 2.91867 -3.10237
H 1.73884 1.06484 -3.48540
H 1.18061 0.40677 -5.12409
H -0.78026 0.59649 -3.67188
H -0.78934 1.75585 -5.14268
Cl -4.00524 4.32434 2.86028
C -2.38758 3.58964 2.45695
C -2.00954 4.05652 0.98677
Cl -3.14471 3.26316 -0.12146
H -2.34269 2.52863 2.53090
H -1.67162 3.95334 3.20453
H -0.98037 3.77834 0.63158
H -2.03871 5.12914 0.86268
Cl 3.25214 0.03954 -0.82620
C 3.74210 -1.52334 -1.45677
C 4.62784 -1.44121 -2.65835
Cl 3.78276 -0.86686 -4.10191
H 2.83013 -2.05868 -1.71248
H 4.26072 -2.07969 -0.67579
H 4.89213 -2.47131 -2.95392
H 5.46873 -0.78312 -2.59764
Cl -0.28165 0.86039 1.22090
C -0.18166 0.22311 -0.46841
C 0.12292 -1.26366 -0.36191
Cl 0.17466 -1.95691 -2.00150
H 0.52476 0.70866 -1.05707
H -1.17886 0.35838 -0.94040
H -0.68291 -1.81015 0.10329
H 1.11082 -1.41346 0.09988
*
```